C2H6O2Si | ωB97M-V with the def2-TZVPD basis set

Properties
energy above the lowest of the compared OMol25 structures with the same formula, charge and spin	33.1	kcal per mole
SMILES	O=[SiH]O.C=C
HOMO-LUMO gap	0.3661	Ha
multiplicity	1
calculated total energy	-519.76995	hartree

Geometry as XYZ:
```
11
Properties=species:S:1:pos:R:3:forces:R:3
C -2.3112 -0.7011 0.3400 -0.32 1.00 2.16
C -1.9990 0.3792 -0.3374 -1.76 0.53 2.03
O 2.2361 -1.0326 -0.2302 -0.15 -0.31 -0.35
O 4.4809 0.2992 0.6898 -0.38 -0.47 0.76
Si 3.3415 -0.0290 -0.4527 0.14 0.87 0.96
H -1.9771 -1.6124 0.0252 0.80 -2.47 -0.82
H -2.7365 -0.7103 1.3812 0.01 0.34 -1.40
H -1.4575 0.3969 -1.2116 1.00 -0.12 -1.88
H -2.4108 1.2894 0.0523 0.27 0.73 -0.07
H 4.3844 -0.1081 1.6038 0.05 0.57 -1.90
H 3.3874 1.0150 -1.5396 0.33 -0.66 0.53
```
Positions in Å, forces in eV/Å.